Record 1
{"formula": "C3H10BN", "method": "ωB97M-V with the def2-TZVPD basis set", "mol_weight_g_mol": 70.93, "e_lumo_ev": [0.20, 0.65], "e_tot_ev": -5435.974, "e_above_lowest_kj_mol": 437.97, "homo_lumo_gap_ev": [7.811, 7.841], "max_force_ev_per_a": 4.13, "symbols": ["B", "C", "C", "C", "N", "H", "H", "H", "H", "H", "H", "H", "H", "H", "H"], "positions_angstrom": [[0.794, 0.739, -0.257], [0.668, 0.798, -1.841], [-1.843, -1.185, 1.072], [-0.482, -1.634, 1.150], [1.708, 1.630, 0.259], [0.369, 1.699, -2.188], [-0.042, 0.130, -2.313], [1.705, 0.624, -2.340], [-2.490, -1.617, 1.863], [-2.094, -0.161, 0.968], [-2.414, -1.657, 0.249], [-0.011, -1.310, 1.992], [-0.099, -2.307, 0.505], [2.252, 2.356, -0.368], [1.979, 1.895, 1.249]], "atomic_forces_ev_per_a": [[0.27, -0.11, -0.85], [1.96, -3.36, 0.16], [-3.37, -2.04, -0.93], [-0.91, 2.50, -0.14], [2.46, 3.11, 1.16], [-0.89, 3.37, -0.75], [0.04, -0.57, 0.06], [-1.58, 0.06, 0.92], [0.48, 0.48, 0.49], [0.24, 1.20, 0.30], [0.62, 0.22, -0.32], [1.86, 0.37, 2.10], [1.30, -2.11, -1.76], [-1.59, -2.08, 1.24], [-0.88, -1.06, -1.68]], "lowdin_charge": [-0.247, -0.099, -0.226, -0.042, 0.070, -0.007, 0.033, 0.093, 0.076, 0.045, 0.073, 0.003, 0.006, 0.129, 0.092]}


Record 2
{"formula": "C3H10BNO2", "method": "ωB97M-V with the def2-TZVPD basis set", "mol_weight_g_mol": 102.93, "e_lumo_ev": 0.77, "e_tot_ev": -9536.712, "smiles": "CNB(OC)OC", "e_above_lowest_kj_mol": 0.00, "homo_lumo_gap_ev": 9.581, "max_force_ev_per_a": 3.08, "symbols": ["B", "C", "C", "C", "N", "O", "O", "H", "H", "H", "H", "H", "H", "H", "H", "H", "H"], "positions_angstrom": [[-0.024, -0.050, 0.012], [0.693, 0.646, -2.311], [0.871, 0.621, 2.244], [-1.909, -1.540, 0.158], [0.828, 0.773, -0.872], [0.041, -0.148, 1.368], [-0.963, -0.781, -0.585], [1.665, 0.293, -2.622], [-0.047, -0.211, -2.469], [0.487, 1.593, -2.890], [0.707, 1.691, 2.093], [2.029, 0.425, 2.066], [0.770, 0.259, 3.254], [-1.499, -1.563, 1.196], [-2.213, -2.440, -0.376], [-2.869, -1.053, 0.243], [1.432, 1.486, -0.510]], "atomic_forces_ev_per_a": [[1.84, 1.94, -0.80], [-0.08, -0.74, -0.17], [2.56, -0.75, -1.53], [0.32, 0.64, 0.93], [-1.77, -0.76, 1.66], [0.80, 0.64, 1.52], [-1.75, -1.24, -1.24], [0.24, -0.18, -0.84], [0.88, 1.63, -0.27], [-0.27, -0.96, 0.77], [-0.15, -0.15, 0.40], [-2.18, 0.37, -0.15], [-0.69, 0.22, 0.32], [-0.64, -1.12, -0.79], [0.94, -0.45, 0.30], [-0.23, 0.92, -0.08], [0.17, -0.01, -0.04]], "lowdin_charge": [-0.784, -0.119, -0.065, -0.045, 0.049, 0.014, 0.040, 0.062, 0.103, 0.090, 0.088, 0.125, 0.074, 0.101, 0.091, 0.079, 0.098]}


Record 3
{"formula": "C3H10IPSi", "method": "ωB97M-V with the def2-TZVPD basis set", "mol_weight_g_mol": 232.08, "e_lumo_ev": [-1.37, -0.81], "e_tot_ev": -28536.877, "e_above_lowest_kj_mol": 437.71, "homo_lumo_gap_ev": [7.447, 7.587], "max_force_ev_per_a": 6.51, "symbols": ["C", "C", "C", "Si", "P", "I", "H", "H", "H", "H", "H", "H", "H", "H", "H", "H"], "positions_angstrom": [[-1.508, 1.357, -0.119], [0.110, -0.778, -1.760], [-0.036, -1.273, 1.274], [-0.015, 0.104, -0.093], [1.794, 1.348, 0.046], [3.476, -0.295, 0.408], [-1.773, 1.561, 0.982], [-1.013, 2.364, -0.504], [-2.232, 0.875, -0.657], [-0.888, -1.083, -2.338], [0.545, -0.297, -2.611], [0.605, -1.651, -1.782], [0.746, -1.887, 1.153], [-0.197, -0.775, 2.323], [-0.889, -1.779, 1.216], [1.274, 2.207, 2.463]], "atomic_forces_ev_per_a": [[4.42, 2.17, 3.02], [-3.97, 1.65, -1.89], [-0.77, 6.24, 1.67], [-1.17, -1.03, 0.27], [0.27, 1.47, 0.92], [0.26, -0.38, 0.07], [0.04, -0.34, -1.72], [-1.59, -2.06, 0.29], [-2.17, -0.46, -1.52], [1.35, 0.67, 1.84], [0.69, 1.23, -0.19], [1.96, -3.34, 0.69], [3.06, -2.11, 0.08], [1.13, -0.83, -1.73], [-3.68, -2.45, -0.75], [0.17, -0.43, -1.04]], "lowdin_charge": [-0.222, -0.244, -0.214, 0.148, 0.088, 0.280, 0.045, 0.059, -0.036, 0.086, 0.010, -0.039, -0.056, 0.079, -0.041, 0.056]}


Record 4
{"formula": "C3H10N", "method": "ωB97M-V with the def2-TZVPD basis set", "mol_weight_g_mol": 60.12, "e_lumo_ev": -4.05, "e_tot_ev": -4755.528, "e_above_lowest_kj_mol": 129.03, "homo_lumo_gap_ev": 9.854, "max_force_ev_per_a": 1.15, "charge": 1, "symbols": ["N", "H", "H", "H", "H", "C", "C", "C", "H", "H", "H", "H", "H", "H"], "positions_angstrom": [[-2.004, 0.111, 1.082], [-2.215, 0.557, 0.197], [-2.194, -0.875, 0.923], [-2.615, 0.445, 1.833], [-0.982, 0.118, 1.263], [1.257, 0.042, -1.722], [0.805, 0.304, -0.323], [1.070, -0.467, 0.742], [0.475, -0.520, -2.243], [2.232, -0.422, -1.736], [1.341, 0.959, -2.304], [0.308, 1.239, -0.057], [1.063, -0.022, 1.733], [1.459, -1.469, 0.611]], "atomic_forces_ev_per_a": [[-0.17, -0.76, 0.06], [0.06, 0.52, -0.15], [-0.27, -0.41, 0.11], [0.31, 0.14, -0.05], [-0.07, 0.36, 0.02], [-1.04, 0.39, -0.30], [0.40, 0.19, 1.07], [0.08, 0.17, -0.64], [0.41, -0.38, -0.16], [-0.03, -0.50, -0.05], [0.01, 0.17, 0.24], [0.40, 0.34, -0.53], [-0.44, -0.31, 0.17], [0.35, 0.07, 0.21]], "lowdin_charge": [0.317, 0.150, 0.155, 0.166, 0.084, -0.083, -0.249, -0.031, 0.085, 0.086, 0.083, 0.092, 0.070, 0.076]}


Record 5
{"formula": "C3H10N2", "method": "ωB97M-V with the def2-TZVPD basis set", "mol_weight_g_mol": 74.13, "s_squared": 0.7503, "e_lumo_ev": [3.91, 3.88], "multiplicity": 2, "e_tot_ev": -6250.527, "e_above_lowest_kj_mol": 142.53, "homo_lumo_gap_ev": [2.479, 8.628], "max_force_ev_per_a": 1.51, "charge": -1, "symbols": ["C", "C", "H", "H", "H", "H", "N", "C", "N", "H", "H", "H", "H", "H", "H"], "positions_angstrom": [[-4.189, 1.052, 0.978], [-2.878, 1.021, 1.076], [-4.860, 0.254, 1.293], [-4.837, 1.791, 0.513], [-2.373, 0.225, 1.607], [-2.216, 1.759, 0.641], [3.440, -1.181, -0.444], [2.396, -0.610, -1.298], [1.207, -0.231, -0.550], [4.297, -0.697, -0.266], [3.031, -1.684, 0.326], [2.765, 0.261, -1.825], [2.086, -1.346, -2.039], [0.691, -1.031, -0.205], [1.440, 0.417, 0.194]], "atomic_forces_ev_per_a": [[-1.45, -0.29, -0.28], [0.36, 0.04, 0.07], [0.50, -0.20, 0.50], [0.71, 0.42, -0.25], [0.01, -0.18, -0.12], [-0.13, 0.19, 0.09], [-0.10, -0.79, -0.90], [-0.31, -0.16, 1.17], [0.07, 0.41, -0.90], [-0.12, 0.43, 0.22], [0.28, 0.16, 0.25], [0.27, 0.08, -0.16], [0.02, 0.06, -0.14], [0.01, -0.04, 0.25], [-0.14, -0.13, 0.20]], "lowdin_charge": [-0.158, -0.236, 0.025, 0.026, -0.006, 0.011, -0.074, -0.560, -0.108, 0.009, 0.000, 0.072, 0.070, -0.040, -0.034]}


Record 6
{"formula": "C3H10N2", "method": "ωB97M-V with the def2-TZVPD basis set", "mol_weight_g_mol": 74.13, "e_lumo_ev": 1.03, "e_tot_ev": -6252.669, "smiles": "C=CNC.N", "e_above_lowest_kj_mol": 73.23, "homo_lumo_gap_ev": 9.074, "max_force_ev_per_a": 0.42, "symbols": ["C", "N", "H", "H", "H", "H", "H", "N", "C", "C", "H", "H", "H", "H", "H"], "positions_angstrom": [[-0.566, 0.020, 1.813], [-0.795, -0.559, 0.512], [-1.334, -1.409, 0.523], [1.505, -1.047, -0.349], [-0.112, -0.737, 2.465], [-1.489, 0.383, 2.292], [0.126, 0.854, 1.722], [1.792, -1.121, -1.321], [-0.917, 0.203, -0.628], [-0.608, 1.485, -0.781], [1.905, -0.173, -1.685], [2.692, -1.586, -1.355], [-1.234, -0.379, -1.482], [-0.678, 1.945, -1.750], [-0.289, 2.122, 0.024]], "atomic_forces_ev_per_a": [[-0.12, -0.08, 0.21], [-0.11, -0.25, 0.15], [0.09, 0.05, -0.11], [0.00, 0.02, -0.18], [-0.09, 0.21, -0.08], [0.20, 0.04, -0.11], [0.05, -0.02, 0.07], [0.10, 0.18, -0.12], [-0.03, -0.27, 0.00], [-0.01, 0.38, 0.00], [-0.03, -0.37, 0.20], [-0.02, 0.10, 0.02], [-0.03, -0.03, -0.08], [-0.06, -0.01, -0.19], [0.07, 0.07, 0.21]], "lowdin_charge": [-0.112, -0.112, 0.120, -0.014, 0.081, 0.085, 0.069, 0.013, -0.283, -0.030, 0.006, 0.001, 0.107, 0.037, 0.032]}


Record 7
{"formula": "C3H10N2", "method": "ωB97M-V with the def2-TZVPD basis set", "mol_weight_g_mol": 74.13, "e_lumo_ev": 1.08, "e_tot_ev": -6252.998, "smiles": "[H]/N=C/N.CC", "e_above_lowest_kj_mol": 41.56, "homo_lumo_gap_ev": 10.513, "max_force_ev_per_a": 1.67, "symbols": ["C", "C", "H", "H", "H", "H", "H", "H", "N", "C", "N", "H", "H", "H", "H"], "positions_angstrom": [[0.696, 1.441, 3.797], [0.738, 2.311, 5.035], [0.098, 0.533, 3.898], [0.188, 1.959, 2.967], [1.678, 1.249, 3.372], [-0.192, 2.678, 5.446], [1.367, 3.185, 4.836], [1.331, 1.816, 5.809], [-1.578, -2.865, -4.696], [-0.719, -2.002, -5.298], [0.422, -1.719, -4.825], [-2.559, -2.685, -4.868], [-1.385, -3.192, -3.765], [-1.037, -1.574, -6.250], [0.953, -1.136, -5.460]], "atomic_forces_ev_per_a": [[-1.16, 0.50, -1.09], [1.63, 0.18, 0.16], [0.42, -0.17, 0.28], [0.02, 0.12, 0.27], [0.18, -0.36, 0.40], [-0.37, -0.25, -0.08], [-0.28, 0.16, -0.17], [-0.44, -0.18, 0.24], [-1.13, -0.07, -0.25], [0.88, 0.57, -0.14], [0.23, -0.31, 0.35], [0.21, -0.22, -0.01], [0.34, 0.16, 0.09], [-0.47, -0.23, 0.00], [-0.06, 0.09, -0.04]], "lowdin_charge": [-0.183, -0.180, 0.060, 0.062, 0.061, 0.058, 0.061, 0.060, 0.062, -0.417, 0.046, 0.085, 0.089, 0.112, 0.024]}


Record 8
{"formula": "C3H10N2", "method": "ωB97M-V with the def2-TZVPD basis set", "mol_weight_g_mol": 74.13, "e_lumo_ev": 0.96, "e_tot_ev": -6250.961, "smiles": "C=C.NCN", "e_above_lowest_kj_mol": 238.06, "homo_lumo_gap_ev": 10.295, "max_force_ev_per_a": 3.83, "symbols": ["C", "C", "H", "H", "H", "H", "N", "C", "N", "H", "H", "H", "H", "H", "H"], "positions_angstrom": [[-2.726, 0.641, -0.431], [-3.945, 0.165, -0.655], [-1.996, 0.546, -1.194], [-2.477, 0.938, 0.733], [-4.185, -0.525, -1.507], [-4.762, 0.276, 0.068], [3.009, 0.568, -0.266], [2.500, -0.551, 0.508], [1.088, -0.412, 1.089], [2.436, 0.775, -1.130], [3.893, 0.093, -0.760], [2.538, -1.555, 0.072], [3.291, -0.704, 1.364], [1.039, 0.414, 1.639], [0.297, -0.667, 0.468]], "atomic_forces_ev_per_a": [[-0.65, 0.00, 3.55], [-0.61, -1.03, -0.22], [0.96, -0.02, -0.13], [-0.38, -0.09, -3.49], [0.23, 1.32, 0.42], [0.48, -0.17, -0.13], [1.81, -1.31, -3.11], [-0.86, -1.06, 2.68], [2.34, -1.20, -1.35], [0.32, -0.43, 1.41], [-1.99, 1.71, 1.41], [-0.29, 0.27, -0.68], [-1.76, 0.62, -1.08], [-0.66, 0.62, 0.05], [1.09, 0.79, 0.66]], "lowdin_charge": [-0.116, -0.118, 0.018, 0.113, 0.061, 0.043, -0.068, -0.400, -0.011, 0.070, 0.112, 0.083, 0.124, 0.032, 0.058]}


Record 9
{"formula": "C3H10N2", "method": "ωB97M-V with the def2-TZVPD basis set", "mol_weight_g_mol": 74.13, "e_lumo_ev": 0.97, "e_tot_ev": -6250.433, "smiles": "C[C@H](N)CN", "e_above_lowest_kj_mol": 289.05, "homo_lumo_gap_ev": 10.057, "max_force_ev_per_a": 12.10, "symbols": ["C", "C", "C", "H", "H", "H", "H", "H", "H", "H", "H", "H", "H", "N", "N"], "positions_angstrom": [[-1.557, -0.735, -0.072], [-0.460, 0.163, 0.339], [0.730, -0.691, -0.107], [-2.453, -0.260, 0.336], [-1.758, -0.920, -1.113], [-1.745, -1.797, 0.455], [-0.454, 0.208, 1.475], [-0.981, 2.021, 0.526], [0.442, 1.616, -0.633], [0.541, -0.754, -1.240], [0.535, -1.591, 0.467], [2.787, -0.447, -0.412], [2.034, 0.433, 1.013], [-0.692, 1.269, -0.267], [1.946, 0.026, 0.005]], "atomic_forces_ev_per_a": [[-4.41, -3.45, 2.79], [1.31, -8.35, 4.03], [-0.87, 1.31, -1.99], [-0.42, 0.17, -0.46], [0.54, 0.39, -0.55], [1.25, 1.94, -0.91], [0.19, -0.15, -0.80], [0.92, -1.77, -2.94], [-4.14, -0.57, 1.33], [0.29, -0.81, 1.52], [0.82, -0.61, -0.31], [-1.18, 0.85, 1.20], [0.59, -1.31, -2.50], [3.33, 11.38, -2.41], [1.79, 0.98, 1.98]], "lowdin_charge": [-0.140, -0.710, -0.326, 0.067, 0.072, 0.122, 0.155, 0.152, 0.190, 0.146, 0.103, 0.094, 0.123, -0.004, -0.045]}


Record 10
{"formula": "C3H10N2", "method": "ωB97M-V with the def2-TZVPD basis set", "mol_weight_g_mol": 74.13, "s_squared": 0.7676, "e_lumo_ev": [-5.54, -8.29], "multiplicity": 2, "e_tot_ev": -6241.078, "e_above_lowest_kj_mol": 362.02, "homo_lumo_gap_ev": [9.789, 6.128], "max_force_ev_per_a": 5.43, "charge": 1, "symbols": ["N", "C", "C", "C", "N", "H", "H", "H", "H", "H", "H", "H", "H", "H", "H"], "positions_angstrom": [[-0.187, -0.414, -1.721], [-0.392, -1.041, -0.566], [-1.018, -0.106, 0.481], [0.022, 0.873, 0.963], [0.430, 1.749, -0.112], [0.468, -0.942, -2.310], [0.411, 1.215, -1.006], [-0.826, -2.039, -0.675], [0.881, -1.114, -0.021], [-1.284, -0.751, 1.315], [-1.886, 0.327, -0.004], [-0.254, 1.436, 1.848], [0.835, 0.231, 1.361], [1.412, -1.492, 0.420], [1.388, 2.068, 0.027]], "atomic_forces_ev_per_a": [[1.76, -0.78, 1.40], [-3.85, 2.41, -2.97], [0.82, -1.37, 0.97], [-0.25, 0.16, -0.49], [1.18, -1.41, 0.45], [-0.53, 0.12, -0.55], [-0.78, 0.45, -0.56], [0.87, -0.49, 0.57], [1.78, -0.69, 0.85], [-0.49, 0.26, 0.18], [-0.16, 0.09, 0.04], [-0.38, 0.31, 0.13], [0.34, 0.40, -0.17], [-0.13, 0.00, 0.04], [-0.16, 0.55, 0.12]], "lowdin_charge": [0.147, -0.260, -0.142, -0.241, 0.173, 0.117, 0.076, 0.164, 0.066, 0.131, 0.145, 0.147, 0.120, 0.230, 0.126]}


Record 11
{"formula": "C3H10N2O", "method": "ωB97M-V with the def2-TZVPD basis set", "mol_weight_g_mol": 90.13, "s_squared": 0.7541, "e_lumo_ev": [4.25, 4.20], "multiplicity": 2, "e_tot_ev": -8297.533, "e_above_lowest_kj_mol": 205.62, "homo_lumo_gap_ev": [3.658, 8.340], "max_force_ev_per_a": 3.44, "charge": -1, "symbols": ["C", "O", "C", "H", "H", "H", "H", "H", "N", "C", "N", "H", "H", "H", "H", "H"], "positions_angstrom": [[-0.835, 0.988, -1.263], [-1.431, -0.031, -0.435], [-0.320, 2.307, -0.515], [-1.599, 1.221, -2.017], [0.120, 0.628, -1.822], [-0.547, 3.075, -1.220], [0.841, 2.290, -0.173], [-0.693, 2.371, 0.546], [1.607, -2.227, 0.881], [0.426, -1.673, 0.422], [-0.542, -1.414, 1.246], [1.976, -1.972, 1.838], [2.346, -2.214, 0.195], [0.288, -1.258, -0.598], [-1.238, -0.651, 0.622], [-0.400, -1.440, 2.293]], "atomic_forces_ev_per_a": [[0.88, -1.56, 1.99], [-0.36, 2.33, -2.35], [1.91, -2.17, 1.87], [0.27, 0.46, -0.02], [-1.31, 0.09, 0.52], [0.06, 1.24, 0.22], [-2.26, -0.11, -1.62], [-0.73, 0.32, -1.39], [-0.15, -0.11, -0.67], [1.55, -0.66, 0.25], [-1.60, 0.55, 2.12], [-0.42, 0.27, -0.18], [0.30, 0.01, -0.12], [0.43, -0.49, 0.85], [1.22, 0.09, 0.20], [0.20, -0.26, -1.66]], "lowdin_charge": [-0.390, -0.361, -0.134, 0.070, 0.089, 0.017, 0.086, 0.056, -0.057, -0.458, 0.002, -0.058, -0.005, 0.100, 0.005, 0.039]}


Record 12
{"formula": "C3H10N2O", "method": "ωB97M-V with the def2-TZVPD basis set", "mol_weight_g_mol": 90.13, "e_lumo_ev": 0.91, "e_tot_ev": -8300.880, "smiles": "NC=O.CCN", "e_above_lowest_kj_mol": 60.23, "homo_lumo_gap_ev": 10.065, "max_force_ev_per_a": 1.11, "symbols": ["C", "C", "N", "H", "H", "H", "H", "H", "H", "H", "C", "N", "O", "H", "H", "H"], "positions_angstrom": [[0.125, -0.404, -2.002], [0.634, 0.683, -1.067], [-0.403, 1.717, -0.882], [0.530, -0.336, -3.013], [0.412, -1.395, -1.648], [-0.971, -0.361, -1.996], [0.901, 0.329, -0.074], [1.554, 1.151, -1.444], [-0.066, 2.482, -0.307], [-0.815, 1.981, -1.764], [0.151, -0.988, 2.826], [-0.853, -0.992, 1.915], [0.632, 0.023, 3.285], [0.473, -1.999, 3.124], [-1.155, -0.076, 1.620], [-1.149, -1.816, 1.428]], "atomic_forces_ev_per_a": [[0.02, -0.35, 0.36], [0.19, 1.09, 0.00], [0.05, -0.83, 0.56], [-0.26, 0.26, 0.01], [-0.01, -0.03, 0.07], [0.21, -0.11, -0.26], [-0.15, -0.36, 0.04], [0.02, -0.29, -0.19], [-0.23, 0.05, -0.55], [0.16, 0.50, 0.08], [-0.13, -0.12, -0.11], [0.19, 0.36, 0.23], [0.05, -0.09, 0.08], [0.09, 0.00, 0.01], [-0.18, -0.08, -0.34], [-0.02, -0.02, 0.04]], "lowdin_charge": [-0.110, -0.348, -0.033, 0.066, 0.061, 0.069, 0.081, 0.096, 0.065, 0.055, -0.437, 0.120, 0.003, 0.123, 0.096, 0.092]}